[1]
Molecular formula: C15H15BCl32FO5S
Method: DFT, ωB97M-V/def2-TZVPD

```
70
C15H15BCl32FO5S, DFT ωB97M-V/def2-TZVPD
O 0.706 -0.536 -0.304
S 1.129 0.823 -0.342
O 2.336 1.162 -1.032
O 1.310 1.259 1.185
C -0.177 1.902 -0.912
C -1.163 1.208 -1.865
C -2.612 1.618 -1.557
C -3.233 0.698 -0.523
O -3.213 -0.634 -0.908
B -4.095 -1.342 0.110
O -4.845 -0.199 0.764
C -4.683 0.897 -0.081
C -4.986 2.196 0.647
C -5.323 3.309 -0.319
F -5.376 4.560 0.339
H 0.701 1.949 1.470
H 0.361 2.718 -1.391
H -0.708 2.308 -0.049
H -1.077 0.125 -1.783
H -0.923 1.481 -2.892
H -3.190 1.647 -2.480
H -2.606 2.628 -1.125
H -2.663 0.829 0.433
H -3.453 -1.988 0.931
H -4.881 -2.095 -0.500
H -5.353 0.792 -0.959
H -5.836 2.041 1.315
H -4.134 2.472 1.277
H -4.590 3.404 -1.126
H -6.304 3.144 -0.772
C -1.619 -4.792 -0.913
Cl -3.232 -4.878 -0.224
Cl -0.670 -6.209 -0.364
Cl -1.741 -4.874 -2.684
Cl -0.811 -3.318 -0.446
C -0.417 -0.402 4.687
Cl -1.491 -1.688 5.243
Cl -1.284 0.595 3.513
Cl 0.069 0.595 6.072
Cl 1.023 -1.090 3.946
C -5.603 2.153 -5.064
Cl -5.766 1.181 -3.612
Cl -4.315 3.349 -4.838
Cl -5.199 1.118 -6.441
Cl -7.124 3.000 -5.399
C 4.743 0.821 2.567
Cl 4.006 1.512 4.023
Cl 3.765 -0.524 2.001
Cl 4.840 2.059 1.313
Cl 6.378 0.255 2.946
C -2.662 4.618 6.222
Cl -1.211 5.496 6.738
Cl -3.652 5.666 5.208
Cl -2.186 3.182 5.319
Cl -3.585 4.136 7.653
C 9.442 -0.955 0.071
Cl 8.921 -2.494 -0.616
Cl 8.139 0.218 -0.032
Cl 9.895 -1.190 1.767
Cl 10.855 -0.363 -0.825
C 15.689 -0.570 -0.855
Cl 13.929 -0.447 -0.804
Cl 16.253 -0.332 -2.513
Cl 16.398 0.667 0.190
Cl 16.181 -2.170 -0.290
C -3.812 -8.538 -4.215
Cl -5.254 -7.528 -4.084
Cl -4.281 -10.246 -4.116
Cl -3.031 -8.246 -5.778
Cl -2.698 -8.145 -2.917
```

As for the HOMO-LUMO gap: 5.6 eV. For the total energy, the calculation gives -440982.195 eV. Its total charge is -1.

Mulliken population analysis, charges in e, atoms 1 to 6: -0.468, 1.238, -0.649, -0.260, -0.930, -0.868

[2]
Molecular formula: C38H28AsCl2N4O4Rh
Method: DFT, ωB97M-V/def2-TZVPD

```
78
C38H28AsCl2N4O4Rh, DFT ωB97M-V/def2-TZVPD
Rh -0.442 -1.307 0.214
Cl -0.007 -7.730 -2.222
C -0.538 -6.089 -2.014
C -0.101 -5.409 -0.872
C -0.508 -4.103 -0.686
N -0.167 -3.251 0.406
C 0.632 -3.655 1.400
O 1.089 -4.774 1.616
C 0.984 -2.542 2.351
C 2.038 -2.674 3.240
C 2.296 -1.635 4.108
C 1.472 -0.515 4.091
C 0.451 -0.461 3.168
N 0.209 -1.448 2.290
C -1.317 -3.474 -1.647
C -1.761 -4.151 -2.762
C -1.359 -5.477 -2.939
Cl -1.919 -6.310 -4.356
N -1.678 -2.183 -1.244
C -2.718 -1.511 -1.720
O -3.413 -1.664 -2.720
C -3.139 -0.541 -0.637
C -4.255 0.263 -0.795
C -4.633 1.096 0.236
C -3.881 1.091 1.403
C -2.772 0.274 1.480
N -2.397 -0.544 0.491
H 0.529 -5.908 -0.157
H 2.608 -3.591 3.217
H 3.126 -1.693 4.801
H 1.614 0.312 4.773
H -0.212 0.391 3.126
H -2.398 -3.666 -3.485
H -4.787 0.193 -1.733
H -5.495 1.744 0.140
H -4.140 1.711 2.249
H -2.176 0.234 2.381
C 3.024 -1.633 -2.038
C 1.665 -1.294 -1.511
O 0.767 -0.820 -2.191
O 1.477 -1.548 -0.216
H 3.117 -1.295 -3.065
H 3.168 -2.714 -1.991
H 3.791 -1.174 -1.415
C 4.725 1.822 -1.096
C 3.728 2.316 -1.922
C 2.389 2.135 -1.594
C 2.052 1.457 -0.432
C 3.054 0.925 0.378
C 4.388 1.121 0.055
As 0.203 1.196 0.071
C -0.776 2.174 -1.282
C -1.315 1.448 -2.338
C -2.002 2.103 -3.353
C -2.145 3.480 -3.320
C -1.583 4.212 -2.280
C -0.894 3.564 -1.267
C 0.065 2.445 1.577
C 1.154 2.653 2.422
C 1.044 3.486 3.527
C -0.155 4.124 3.804
C -1.237 3.944 2.957
C -1.126 3.112 1.850
H 5.765 1.967 -1.354
H 3.987 2.842 -2.831
H 1.620 2.520 -2.251
H 2.800 0.322 1.243
H 5.160 0.707 0.691
H -1.163 0.380 -2.396
H -2.415 1.525 -4.170
H -2.684 3.989 -4.109
H -1.675 5.291 -2.263
H -0.446 4.145 -0.471
H 2.104 2.181 2.222
H 1.905 3.638 4.166
H -0.239 4.773 4.667
H -2.169 4.460 3.148
H -1.966 3.014 1.180
```

As for the HOMO-LUMO gap: 6.6 eV. For the total energy, the calculation gives -142904.328 eV. Its total charge is 0.

Mulliken population analysis, charges in e, atoms 1 to 6: -0.175, -0.223, 0.163, -0.840, 0.369, 0.298